13
Properties=species:S:1:pos:R:3:nbo_charge:R:1 method="wB97M-V/def2-TZVPD" e_above_lowest_ev=3.474 charge=0 gap_ev=10.2629 energy_ha=-286.503992 multiplicity=1 e_homo_ev=-9.33
C 1.480 0.056 -0.391 -0.42
N 0.072 0.307 -0.408 -0.34
C -0.659 1.246 0.350 -0.23
C -0.769 -0.173 0.757 -0.20
C -1.214 -1.160 -0.237 0.40
O -0.737 -2.278 -0.114 -0.62
H 2.074 0.778 0.180 0.19
H 1.818 0.085 -1.429 0.21
H 1.586 -0.933 0.065 0.22
H -0.016 1.946 0.904 0.21
H -1.540 1.636 -0.152 0.20
H -0.290 -0.664 1.604 0.23
H -1.803 -0.847 -1.129 0.14



13
Properties=species:S:1:pos:R:3:nbo_charge:R:1 method="wB97M-V/def2-TZVPD" e_above_lowest_ev=5.190 charge=0 gap_ev=9.3880 energy_ha=-286.440927 multiplicity=1 e_homo_ev=-8.58
O 2.241 1.804 -0.777 -0.98
C 0.582 -0.416 -0.056 -0.20
C -0.213 -1.686 0.174 -0.48
C -1.153 -0.623 -0.229 0.03
N -1.518 0.150 0.955 -0.59
C -0.265 0.604 0.411 -0.04
H 2.814 1.760 -0.003 0.46
H 1.878 0.894 -0.832 0.49
H -0.405 -2.012 1.198 0.23
H 0.029 -2.490 -0.517 0.23
H -1.633 -0.470 -1.189 0.24
H -2.239 0.839 0.745 0.37
H -0.118 1.645 0.121 0.24



> Look up the multiplicity of the second one.

1